Version P
The following is a quantum chemistry calculation of 2 unconnected molecules or ions with the total composition C3H7N2OP, from OMol25.

Element x y z (Å)
C  -0.860  -2.669  0.688
C  0.400  -2.537  1.553
C  0.210  1.027  -0.934
N  -0.372  -1.481  1.018
N  -1.286  1.709  1.332
O  1.361  1.319  1.662
P  0.152  0.957  0.949
H  0.405  -2.634  2.612
H  1.461  -2.864  1.278
H  -0.422  0.161  -1.158
H  -0.290  1.990  -1.242
H  1.207  1.191  -1.330
H  -1.386  1.865  2.366
H  -2.086  1.658  0.694

HOMO-LUMO gap (alpha / beta): 0.2625 / 0.2625 Ha
HOMO level (alpha / beta): -7.96 / -7.96 eV

Results of the Mulliken charge analysis, in e, for atoms 1 through 6:
1. C -0.338
2. C -0.463
3. C -0.986
4. N -0.118
5. N -0.472
6. O -0.535

Version Q
The following is a quantum chemistry calculation of C3H7N2OP in the gas phase, from OMol25.

Element x y z (Å)
C  1.229  -0.423  -0.038
C  2.581  -0.783  -0.468
C  -1.230  -0.308  1.429
N  2.127  0.018  0.735
N  -1.306  1.058  -1.369
O  -1.058  -1.825  -0.919
P  -0.623  -0.635  -0.217
H  2.762  -1.811  -0.413
H  2.948  -0.189  -1.310
H  -0.791  -0.897  2.154
H  -1.333  0.725  1.723
H  -2.343  -0.339  1.246
H  -0.647  1.853  -1.277
H  -1.095  0.436  -2.128

HOMO-LUMO gap: 0.3697 Ha
HOMO level: -10.06 eV

Results of the Mulliken charge analysis, in e, for atoms 1 through 6:
1. C 0.269
2. C -0.224
3. C -0.973
4. N -0.494
5. N -0.674
6. O -0.617

Of them, version P has the lowest stability.